25
Properties=species:S:1:pos:R:3 method="wB97M-V/def2-TZVPD" energy_ha=-1238.02292 charge=+3 gap_ha=0.0670 homo_energy_ev=-16.4043
Sn -4.588 -2.878 -0.716
Sn -4.893 4.172 1.142
O -2.197 0.774 0.036
H -1.235 0.602 0.028
C 1.949 2.674 0.295
N 1.767 3.904 1.107
O 0.660 4.047 1.645
O 2.737 4.550 1.211
H 2.539 2.881 -0.598
H 1.026 2.218 -0.063
H 2.414 1.961 0.976
C -0.141 -3.911 -5.413
N -0.405 -2.426 -5.258
O -0.813 -2.090 -4.103
O -0.059 -1.697 -6.153
H -0.975 -4.205 -6.050
H -0.155 -4.424 -4.452
H 0.839 -4.025 -5.877
C -0.114 -0.741 4.213
N 0.579 0.263 5.102
O -0.155 0.828 5.890
O 1.819 0.497 4.843
H 0.455 -0.868 3.292
H -1.163 -0.459 4.125
H 0.107 -1.647 4.778

20
Properties=species:S:1:pos:R:3 method="wB97M-V/def2-TZVPD" energy_ha=-1437.49077 spin_multiplicity=5 s_squared=6.003 charge=+1 gap_ha="0.2481 / 0.2236" homo_energy_ev="-10.9766 / -11.1949"
O 2.861 0.441 -1.610
C 2.961 -0.338 -0.500
C 1.802 -1.322 -0.318
O 0.532 -0.656 -0.267
C -0.398 -0.957 0.756
C -1.259 0.267 0.953
O -1.652 0.745 -0.332
C -2.686 1.722 -0.298
Er -0.089 0.772 -1.949
H 3.041 0.255 0.447
H 3.860 -1.009 -0.489
H 1.909 -1.922 0.601
H 1.718 -1.946 -1.219
H 0.102 -1.208 1.700
H -1.001 -1.809 0.408
H -0.705 1.063 1.475
H -2.149 0.002 1.541
H -2.839 2.076 -1.323
H -3.611 1.263 0.076
H -2.395 2.562 0.349

20
Properties=species:S:1:pos:R:3 method="wB97M-V/def2-TZVPD" energy_ha=-688.36902 smiles=C[C@H](N)CCS.O charge=0 gap_ha=0.3567 homo_energy_ev=-8.8717
C -1.979 2.277 0.300
C -0.782 1.333 0.147
C -0.774 0.757 -1.284
C 0.285 -0.315 -1.505
S -0.218 -1.965 -0.880
N 0.467 2.033 0.503
H -2.289 2.370 1.345
H -1.736 3.263 -0.100
H -2.802 1.925 -0.312
H -0.951 0.483 0.808
H -0.596 1.578 -1.993
H -1.750 0.313 -1.520
H 1.174 -0.046 -0.933
H 0.509 -0.518 -2.547
H -0.255 -1.593 0.407
H 0.326 3.016 0.280
H 1.205 1.788 -0.152
H 3.333 -1.985 3.189
H 1.939 -1.351 3.407
O 2.479 -1.831 2.779

45
Properties=species:S:1:pos:R:3 method="wB97M-V/def2-TZVPD" energy_ha=-1146.58465 smiles="O=C(O)CCC(=O)Nc1ccccc1C(=O)NCCc1ccccc1" charge=0 gap_ha=0.3416 homo_energy_ev=-9.1030
O -7.535 1.804 -0.402
C -6.581 1.104 -0.605
O -6.673 -0.214 -0.675
H -5.785 -0.637 -0.818
C -5.179 1.683 -0.809
H -5.270 2.769 -0.775
H -4.829 1.393 -1.803
C -4.170 1.218 0.252
C -3.551 -0.131 -0.074
O -4.131 -0.968 -0.754
N -2.325 -0.292 0.459
C -1.476 -1.395 0.418
C -1.888 -2.632 -0.074
C -1.033 -3.715 -0.053
C 0.245 -3.586 0.468
C 0.673 -2.359 0.936
C -0.160 -1.242 0.903
C 0.321 0.089 1.365
O -0.437 0.981 1.745
N 1.655 0.270 1.340
H 2.242 -0.416 0.891
C 2.276 1.540 1.630
H 3.124 1.372 2.301
H 1.530 2.158 2.133
C 2.759 2.229 0.342
C 3.743 1.352 -0.380
C 5.094 1.395 -0.062
C 5.992 0.547 -0.686
C 5.548 -0.361 -1.633
C 4.203 -0.413 -1.956
C 3.307 0.439 -1.333
H 2.259 0.400 -1.597
H 3.849 -1.116 -2.696
H 6.248 -1.022 -2.120
H 7.041 0.595 -0.434
H 5.445 2.102 0.676
H 1.895 2.430 -0.294
H 3.221 3.180 0.612
H 1.662 -2.283 1.364
H 0.906 -4.438 0.510
H -1.371 -4.668 -0.430
H -2.888 -2.736 -0.462
H -1.913 0.480 0.999
H -3.378 1.962 0.356
H -4.667 1.131 1.222

14
Properties=species:S:1:pos:R:3 method="wB97M-V/def2-TZVPD" energy_ha=-772.16823 charge=0 gap_ha=0.3228 homo_energy_ev=-8.7814
C -0.132 0.131 -0.490
C 2.114 1.452 0.329
H -1.893 -1.797 -2.028
H -2.216 -1.003 -0.529
H -0.774 1.310 1.000
H -1.551 -1.637 2.157
H 1.523 0.289 -1.414
H 3.093 1.657 -0.052
N -1.530 -1.609 -1.030
N -0.345 -0.858 -1.341
N -0.892 0.339 0.683
N 1.279 0.676 -0.558
O 1.647 2.007 1.351
S -0.325 -0.959 1.921